The following is a quantum chemistry calculation of a cluster of 10 separate species, C40H74N2O16S8 in total in a non-equilibrium geometry, from OMol25.

The HOMO-LUMO gap is 7.8 eV. The calculation puts the total energy at -165096.51707 eV. The structure (SMILES) is O=S1(=O)CCCC1.O=S1(=O)CCCC1.O=S1(=O)CCCC1.O=S1(=O)CCCC1.O=S1(=O)CCCC1.O=S1(=O)CCCC1.O=S1(=O)CCCC1.O=S1(=O)CCCC1.c1cc[nH]c1.c1cc[nH]c1. The calculation puts the relative energy (zero: lowest compared OMol25 entry of this formula, charge and spin) at 0.7535 eV. As for the net charge: 0.

Last column: Mulliken charge in e.
Geometry (Å):
O 1.4892 6.8012 16.8925  -0.68
S 0.7066 5.6017 17.1466  1.05
O 1.3366 4.3042 17.2219  -0.27
C -0.5199 5.8198 18.4725  -0.62
C -1.8003 6.2832 17.8047  -0.72
C -1.9202 5.6529 16.4231  -0.40
C -0.5410 5.6528 15.7712  -1.02
H 0.0278 6.4809 19.1458  0.29
H -0.6264 4.8456 18.9481  0.36
H -2.6426 5.9068 18.3893  0.38
H -1.9197 7.3667 17.8233  0.31
H -2.6385 6.2595 15.8759  0.39
H -2.2511 4.6222 16.5560  0.15
H -0.3509 6.6740 15.4411  0.45
H -0.3523 4.8983 15.0140  0.47
O 7.3657 4.3162 20.1128  -0.58
S 6.9919 2.9166 19.9840  1.11
O 7.5868 1.9777 20.9508  -0.74
C 5.1967 2.6754 20.0841  -0.07
C 4.8636 1.9305 18.7973  -0.67
C 5.8216 2.4575 17.6832  0.17
C 7.2143 2.2891 18.3089  -0.93
H 4.7724 3.6799 20.0584  -0.19
H 4.9405 2.2572 21.0527  0.53
H 5.1076 0.8709 18.9006  0.52
H 3.8347 2.0517 18.4610  -0.01
H 5.6048 3.5143 17.5204  -0.12
H 5.7287 1.7927 16.8285  0.28
H 8.1159 2.6840 17.8487  0.54
H 7.3219 1.2106 18.4404  0.42
O -2.7448 1.1523 13.9226  -0.62
S -2.4320 1.5849 12.5787  1.20
O -2.4566 2.9887 12.2417  -0.68
C -0.8054 0.8322 12.0676  -0.03
C -1.1103 0.2863 10.6626  -0.39
C -2.4982 -0.3336 10.7035  -0.81
C -3.4609 0.6856 11.3173  -0.67
H -0.6310 0.0839 12.8405  0.32
H 0.0186 1.5374 12.1455  -0.11
H -1.1136 1.1249 9.9605  0.34
H -0.2931 -0.3453 10.3127  0.10
H -2.5028 -1.2662 11.2694  0.28
H -2.8037 -0.6509 9.7042  0.42
H -4.1177 0.0942 11.9579  0.31
H -4.0534 1.3820 10.7345  0.38
O -1.1110 1.9264 16.5781  -0.64
S -0.2511 0.7874 16.3243  1.25
O 0.3870 0.4360 15.0548  -0.61
C 1.0249 1.0442 17.6343  -0.04
C 0.6600 -0.0665 18.6401  -0.93
C 0.1394 -1.2761 17.8960  -0.61
C -0.9213 -0.7582 16.9413  -0.90
H 0.9269 2.0677 17.9715  0.01
H 1.8909 0.8204 17.0068  0.11
H 1.3843 -0.1937 19.4442  0.40
H -0.1972 0.3576 19.1807  0.37
H -0.1800 -2.0942 18.5400  0.43
H 0.9646 -1.7120 17.3201  0.26
H -1.8107 -0.4696 17.5109  0.39
H -1.2994 -1.4798 16.2218  0.43
O 3.4621 9.1198 21.9025  -0.68
S 4.1524 8.8650 20.6476  1.19
O 4.7348 9.9298 19.8712  -0.66
C 5.4040 7.6109 20.9019  -0.85
C 5.0944 6.4906 19.9007  -0.28
C 4.0182 6.9334 18.8623  -0.01
C 3.0570 7.7921 19.6765  -0.77
H 5.2245 7.1419 21.8668  0.34
H 6.4170 7.9865 20.8038  0.41
H 5.9830 6.1695 19.3627  0.41
H 4.6641 5.6191 20.3909  -0.10
H 3.6825 6.0362 18.3454  -0.31
H 4.4686 7.5542 18.0831  0.26
H 2.6177 7.1395 20.4368  0.27
H 2.2459 8.2894 19.1513  0.60
O 4.2894 -4.2379 9.0525  -0.66
S 3.0973 -3.4337 9.1462  1.14
O 1.7758 -3.9787 8.8665  -0.66
C 3.0591 -2.6392 10.7925  -0.93
C 3.0621 -1.1168 10.5767  0.14
C 3.8493 -0.9096 9.2645  -0.37
C 3.3321 -1.8881 8.2361  -0.88
H 4.0373 -2.9082 11.1950  0.40
H 2.2720 -3.0526 11.4160  0.48
H 2.0620 -0.7077 10.4168  -0.12
H 3.5009 -0.5725 11.4099  0.11
H 4.9083 -0.8426 9.5180  0.44
H 3.6272 0.0935 8.8880  0.03
H 3.8895 -2.0859 7.3232  0.49
H 2.3381 -1.5619 7.9262  0.36
O 5.5922 3.5891 12.5326  -0.60
S 4.1634 3.8273 12.4212  0.90
O 3.6851 4.1222 11.0847  -0.54
C 3.1201 2.4409 13.1491  -0.14
C 3.5959 2.6411 14.5978  0.04
C 3.3151 4.1571 14.9199  1.10
C 3.5898 5.0379 13.6968  -0.62
H 3.4566 1.6452 12.4888  -0.13
H 2.1006 2.7628 12.9540  0.20
H 3.0040 1.9944 15.2436  -0.14
H 4.6606 2.4883 14.7624  -0.05
H 3.7374 4.4930 15.8637  0.07
H 2.2441 4.2221 15.0989  -1.01
H 4.3469 5.8212 13.6283  0.58
H 2.7540 5.5093 13.1749  0.09
O 2.7043 5.9852 7.6795  -0.59
S 3.6867 5.3461 6.8105  1.07
O 3.6801 5.7463 5.4268  -0.70
C 5.3753 5.4397 7.4280  -0.87
C 5.5117 4.1337 8.1817  -0.04
C 4.8405 3.0240 7.3624  -0.13
C 3.4506 3.5415 6.9634  -0.72
H 5.6185 6.3492 7.9705  0.46
H 5.9972 5.4470 6.5302  0.35
H 6.5703 3.8753 8.2445  0.47
H 5.1088 4.3010 9.1812  -0.18
H 4.6565 2.1610 8.0004  -0.20
H 5.5276 2.8261 6.5406  0.41
H 2.7978 3.3239 7.8061  0.32
H 3.0143 3.1816 6.0356  0.44
C 9.5624 5.2577 14.1912  -0.36
C 8.8804 5.5797 15.4282  -0.88
C 7.8646 4.7049 15.5117  -0.58
N 7.8647 3.8366 14.4651  0.10
C 8.8865 4.2000 13.5995  -0.49
H 10.4160 5.7270 13.7294  0.41
H 9.1135 6.4706 15.9853  0.42
H 7.1862 4.5605 16.3405  0.68
H 7.1542 3.1636 14.2429  0.27
H 8.8723 3.8609 12.5775  0.40
C 1.0347 8.0819 11.6420  -0.72
C 2.1925 8.1467 12.4239  -0.09
C 3.3099 8.1745 11.5869  -0.76
N 2.8273 7.9094 10.3402  0.08
C 1.4512 7.8532 10.3549  -0.50
H 0.0659 8.0629 12.1134  0.40
H 2.3391 8.4533 13.4529  0.57
H 4.3613 8.1706 11.8183  0.45
H 3.4200 7.8000 9.5356  0.19
H 0.8829 7.5787 9.4826  0.42

The following is a quantum chemistry calculation of a structure of composition C40H75I2NO14 in a non-equilibrium geometry, from OMol25.

The HOMO-LUMO gap is 8.5 eV. The calculation puts the total energy at -89050.11820 eV. As for the net charge: 0.

Last column: Mulliken charge in e.
Geometry (Å):
C 3.8564 -2.8992 -4.9653  -1.13
C 3.6295 -2.2532 -3.8100  -0.36
C 2.5627 -1.2132 -3.6805  -0.05
N 1.6906 -1.2866 -2.4966  1.39
C 2.2058 -2.2042 -1.4734  -1.74
C 1.4087 -2.5025 -0.2140  -0.77
C 0.0797 -3.2800 -0.3452  -0.76
C -0.1091 -4.0313 -1.6273  0.62
O 0.6431 -4.8689 -2.0552  -0.61
O -1.2577 -3.6594 -2.2896  -0.34
C 1.0255 -0.0066 -2.1604  2.66
C 1.8196 0.9536 -1.2263  -0.79
C 3.2418 1.4506 -1.5639  -1.54
C 4.4382 0.6070 -1.1056  -1.01
C 4.4161 0.2068 0.3631  -0.19
C 4.3645 1.3855 1.3466  -1.42
C 3.2151 1.3399 2.3614  -0.78
C 2.4485 2.6471 2.4309  -0.90
C 1.3548 2.6847 3.5243  -0.78
C -0.0563 2.8978 2.9595  -0.28
C -0.5143 4.3567 2.9298  -1.13
C -0.1303 5.1342 1.6691  0.40
C -1.0201 6.3396 1.4224  -0.83
O -0.4144 7.4118 0.7401  -0.46
C -0.0103 7.1243 -0.5803  -0.64
C -0.3161 -0.2967 -1.4246  -0.69
O -1.2653 0.7193 -1.6479  -0.07
C -2.5564 0.2624 -2.0295  0.81
C -3.2329 1.2743 -2.9457  -0.83
O -4.5572 1.5483 -2.5520  -0.47
C -4.6641 2.4467 -1.4707  -0.64
C 0.5862 0.6644 -3.4985  -0.88
I 0.9057 2.7285 -3.7116  0.19
C -0.0951 0.0108 -4.4490  -0.54
C -0.4635 -1.4414 -4.4789  -1.90
I -0.8494 0.8824 -6.1933  0.13
H 4.6760 -3.5932 -5.0636  0.30
H 3.2436 -2.7367 -5.8397  0.30
H 4.2663 -2.4667 -2.9651  0.25
H 1.9617 -1.2802 -4.5846  0.13
H 3.0580 -0.2404 -3.7340  0.33
H 2.3325 -3.1658 -1.9656  1.17
H 3.1996 -1.9283 -1.1396  0.49
H 1.2141 -1.6177 0.3819  -0.25
H 2.0895 -3.1025 0.3857  0.70
H 0.0326 -4.0342 0.4384  0.67
H -0.7692 -2.6293 -0.1926  0.06
H -1.7880 -4.4532 -2.4398  0.30
H 1.1734 1.8223 -1.1233  1.29
H 1.8538 0.5051 -0.2389  -0.60
H 3.3524 1.6415 -2.6250  0.44
H 3.3452 2.4291 -1.0978  0.49
H 4.5315 -0.2721 -1.7345  0.08
H 5.3414 1.1885 -1.2966  0.53
H 3.5644 -0.4380 0.5411  -0.16
H 5.2895 -0.4043 0.5840  0.74
H 5.3094 1.4100 1.8838  0.54
H 4.3063 2.3306 0.8128  0.43
H 2.5228 0.5306 2.1243  0.28
H 3.5888 1.1283 3.3634  0.79
H 1.9305 2.8361 1.4915  0.32
H 3.1501 3.4666 2.5766  0.59
H 1.5718 3.4696 4.2463  0.20
H 1.3878 1.7514 4.0851  0.51
H -0.0568 2.5169 1.9381  -0.03
H -0.7794 2.2988 3.5078  0.39
H -0.0382 4.8658 3.7663  0.32
H -1.5907 4.4209 3.0800  0.48
H 0.8927 5.4977 1.7606  0.29
H -0.1642 4.4623 0.8113  -0.01
H -1.9210 6.0241 0.8856  0.35
H -1.3370 6.7590 2.3752  0.40
H 1.0393 6.8324 -0.6094  0.25
H -0.1430 8.0269 -1.1679  0.28
H -0.5965 6.3235 -1.0330  0.27
H -0.1350 -0.3655 -0.3526  0.53
H -0.7007 -1.2521 -1.7629  -0.37
H -3.1829 0.1067 -1.1511  0.32
H -2.4514 -0.6943 -2.5403  -0.59
H -3.2974 0.8913 -3.9604  0.11
H -2.6242 2.1816 -2.9756  0.38
H -5.7200 2.6052 -1.2853  0.27
H -4.2059 2.0488 -0.5628  0.25
H -4.1987 3.4013 -1.7164  0.29
H -0.0785 -1.8985 -5.3874  0.52
H -1.5460 -1.5543 -4.5200  0.54
H -0.0793 -1.9787 -3.6233  0.19
C -7.2010 -7.4957 -1.2313  -1.15
C -7.3003 -6.0016 -1.4389  -0.28
O -6.0213 -5.4138 -1.7390  -0.29
C -5.5827 -5.5663 -2.9805  0.58
O -6.1431 -6.1083 -3.8921  -0.58
O -4.3948 -4.9528 -3.0533  -0.16
C -3.7477 -5.0426 -4.3294  -0.60
H -6.4668 -7.7221 -0.4579  0.30
H -8.1681 -7.8871 -0.9167  0.38
H -6.9077 -8.0006 -2.1501  0.32
H -7.6097 -5.4959 -0.5275  0.34
H -8.0017 -5.7501 -2.2335  0.33
H -4.4071 -4.7028 -5.1234  0.37
H -3.4322 -6.0652 -4.5295  0.34
H -2.8803 -4.3910 -4.2748  0.00
C -6.6742 -1.6021 3.8563  -1.11
C -7.0447 -1.1125 2.4741  -0.20
O -5.8992 -1.0077 1.6125  -0.34
C -5.4619 -2.1573 1.1026  0.62
O -5.9599 -3.2404 1.2622  -0.59
O -4.3936 -1.8924 0.3577  -0.17
C -3.7794 -3.0323 -0.2578  0.17
H -5.9057 -0.9624 4.2912  0.29
H -7.5510 -1.5799 4.5032  0.36
H -6.2981 -2.6229 3.8196  0.31
H -7.4404 -0.0999 2.5121  0.30
H -7.7872 -1.7568 2.0051  0.31
H -4.5036 -3.6103 -0.8236  0.13
H -3.3204 -3.6625 0.5051  0.32
H -3.0208 -2.6388 -0.9223  -0.33
C 9.5642 2.7979 5.8621  -1.08
C 8.5758 1.6588 5.7516  -0.16
O 7.2962 1.9950 6.3158  -0.39
C 6.5238 2.7620 5.5535  0.80
O 6.7765 3.1459 4.4417  -0.57
O 5.3938 3.0021 6.2160  -0.38
C 4.4756 3.8508 5.5229  -0.23
H 9.6588 3.1178 6.9000  0.29
H 10.5423 2.4724 5.5084  0.36
H 9.2466 3.6488 5.2625  0.31
H 8.9029 0.8001 6.3336  0.29
H 8.4387 1.3453 4.7174  0.29
H 4.2818 3.4688 4.5238  -0.12
H 4.8640 4.8658 5.4584  0.33
H 3.5623 3.8425 6.1096  0.24

The following is a quantum chemistry calculation of a cluster of 10 separate species, C40H77N3O14S7 in total in a non-equilibrium geometry, from OMol25.

The HOMO-LUMO gap is 10.1 eV. The calculation puts the total energy at -151705.27818 eV. The structure (SMILES) is O=S1(=O)CCCC1.O=S1(=O)CCCC1.O=S1(=O)CCCC1.O=S1(=O)CCCC1.O=S1(=O)CCCC1.O=S1(=O)CCCC1.O=S1(=O)CCCC1.CCCC#N.CCCC#N.CCCC#N. The calculation puts the relative energy (zero: lowest compared OMol25 entry of this formula, charge and spin) at 1.3159 eV. As for the net charge: 0.

Last column: Mulliken charge in e.
Geometry (Å):
O -1.4273 -3.0710 -7.2260  -0.71
S -0.6307 -2.7450 -5.9993  1.08
O 0.8292 -2.9820 -5.8890  -0.60
C -0.9445 -0.9597 -5.5525  -0.90
C -1.1734 -1.0373 -4.0415  1.13
C -2.0713 -2.3243 -3.8102  -0.02
C -1.4610 -3.5025 -4.5578  -0.62
H -1.8393 -0.7153 -6.1249  0.45
H -0.1502 -0.2978 -5.8977  0.55
H -0.1820 -1.0834 -3.5908  -0.54
H -1.7214 -0.1640 -3.6877  -0.61
H -3.0889 -2.1751 -4.1713  0.45
H -2.1214 -2.3682 -2.7223  -0.38
H -2.1668 -4.2140 -4.9864  0.50
H -0.7316 -4.0233 -3.9374  0.21
O 3.2448 1.9530 -3.7206  -0.53
S 3.9378 0.7957 -4.3162  1.02
O 4.7853 0.9488 -5.4992  -0.70
C 4.8703 -0.0399 -2.9624  -1.12
C 3.8496 -1.0198 -2.3366  0.16
C 2.9504 -1.7003 -3.4676  -0.02
C 2.6211 -0.6014 -4.4784  -0.58
H 5.4374 0.6338 -2.3201  0.49
H 5.6557 -0.5155 -3.5498  0.43
H 4.3589 -1.7341 -1.6897  0.61
H 3.3454 -0.3900 -1.6037  -0.60
H 2.0551 -2.0239 -2.9368  -0.18
H 3.4646 -2.5547 -3.9078  0.47
H 1.6854 -0.0504 -4.3832  -0.10
H 2.5572 -0.9709 -5.5018  0.66
O 2.3843 6.5628 1.8715  -0.67
S 2.1900 5.4108 1.0517  1.02
O 2.8582 4.1190 1.3213  -0.52
C 0.3294 5.1775 0.7495  0.01
C 0.0351 5.5438 -0.6623  0.05
C 1.3055 5.2363 -1.4566  0.06
C 2.4915 5.8815 -0.7963  -0.96
H -0.0083 5.9126 1.4800  0.57
H -0.0379 4.1945 1.0443  -0.53
H -0.9103 5.1097 -0.9876  -0.55
H -0.2310 6.6002 -0.6242  0.39
H 1.1510 5.6270 -2.4624  0.48
H 1.3549 4.1484 -1.5039  -0.20
H 2.3033 6.9545 -0.8351  0.39
H 3.5011 5.5700 -1.0640  0.44
O -5.1826 5.2212 3.6307  -0.71
S -4.6808 4.2033 2.6352  0.98
O -5.4039 4.0639 1.3638  -0.58
C -2.8619 4.4858 2.3382  -0.47
C -2.1234 3.1853 2.7721  0.38
C -3.0059 2.6406 3.9007  -0.75
C -4.4162 2.5757 3.4573  -0.57
H -2.5347 5.3985 2.8363  0.54
H -2.8467 4.6993 1.2695  -0.14
H -2.0585 2.3947 2.0246  -0.59
H -1.1149 3.4122 3.1178  0.64
H -2.9116 3.1576 4.8557  0.35
H -2.6056 1.6486 4.1102  0.15
H -5.1953 2.3138 4.1732  0.57
H -4.5377 1.8371 2.6649  0.09
O 1.1707 -6.0440 -1.5822  -0.78
S 0.7410 -4.9724 -0.6615  1.08
O -0.0761 -3.8432 -1.1435  -0.37
C -0.0896 -5.7156 0.7037  -0.16
C 0.9140 -5.7841 1.8100  -1.16
C 1.8220 -4.5904 1.7473  1.21
C 2.2503 -4.4075 0.2731  -0.64
H -0.5467 -6.6823 0.4924  0.56
H -0.8916 -5.0431 1.0081  -0.39
H 0.3322 -5.9022 2.7242  0.47
H 1.4728 -6.7078 1.6597  0.30
H 2.6918 -4.7547 2.3833  -0.52
H 1.3342 -3.6816 2.0997  -0.38
H 3.0464 -5.1062 0.0161  0.44
H 2.4798 -3.3729 0.0182  0.13
O -3.6660 4.9562 -0.8654  -0.77
S -3.4581 3.6124 -1.3187  0.93
O -2.8880 2.6505 -0.3806  0.03
C -4.9318 2.9402 -2.2175  -0.60
C -4.6286 3.0850 -3.7325  -0.80
C -3.1402 2.9530 -3.9495  -0.29
C -2.3697 3.7144 -2.8468  -0.52
H -5.8959 3.3399 -1.9032  0.49
H -4.9109 1.9036 -1.8812  0.02
H -5.2409 2.3894 -4.3064  0.45
H -4.9008 4.0718 -4.1069  0.33
H -2.7381 3.2869 -4.9060  0.50
H -2.9823 1.8864 -3.7897  -0.19
H -2.3348 4.7921 -3.0060  0.52
H -1.3696 3.4228 -2.5259  -0.03
O 3.3096 -1.5114 5.8968  -0.62
S 1.8365 -1.2163 5.8607  1.05
O 1.0032 -1.3603 7.0753  -0.66
C 1.5848 0.5680 5.3816  -1.07
C 0.2013 0.6280 4.7528  -0.34
C 0.1065 -0.5911 3.7875  0.56
C 0.9350 -1.7633 4.3628  0.63
H 2.4138 0.7614 4.7009  0.34
H 1.7549 1.1557 6.2837  0.57
H -0.5128 0.4357 5.5535  0.42
H -0.0407 1.5883 4.2973  -0.10
H 0.3835 -0.3226 2.7681  -0.77
H -0.9429 -0.8854 3.8038  0.21
H 1.6981 -1.9008 3.5967  -1.03
H 0.4498 -2.6971 4.6471  0.66
C 5.3742 -2.6846 2.1195  -1.07
C 4.8292 -2.7885 3.5343  0.43
C 5.2887 -4.1165 4.1658  -0.70
C 5.0332 -5.3709 3.4149  0.34
N 4.7680 -6.3405 2.8827  -0.49
H 5.2994 -1.6753 1.7149  0.31
H 4.8433 -3.5235 1.6694  0.09
H 6.4218 -2.9840 2.1486  0.45
H 3.7506 -2.6310 3.5401  -0.59
H 5.1394 -1.9274 4.1262  0.57
H 4.7569 -4.1487 5.1167  0.35
H 6.3463 -4.0525 4.4218  0.43
C -4.7887 -1.2224 -0.7543  -0.66
C -4.3943 -1.9776 0.5215  -0.63
C -3.0289 -2.6967 0.4620  1.19
C -2.4818 -3.0871 1.7366  -0.04
N -2.0134 -3.3261 2.7203  -0.50
H -4.8092 -1.7996 -1.6787  0.37
H -4.0691 -0.4184 -0.9085  -0.13
H -5.7589 -0.7626 -0.5660  0.42
H -5.1482 -2.7151 0.7971  0.41
H -4.4157 -1.2147 1.2997  0.26
H -2.3397 -2.0211 -0.0446  -0.98
H -3.0694 -3.5564 -0.2068  0.42
C -0.9579 0.2355 -0.3136  0.37
C 0.3652 0.8970 -0.9327  1.56
C 1.4449 1.1981 0.0178  0.53
C 1.9871 0.0889 0.7766  -1.02
N 2.4772 -0.7515 1.3856  -0.29
H -1.7627 0.0007 -1.0104  -0.04
H -1.3669 0.7341 0.5651  -0.55
H -0.6881 -0.7015 0.1735  0.31
H 0.1259 1.8463 -1.4119  -0.77
H 0.7803 0.3047 -1.7482  -0.58
H 1.1693 1.9627 0.7441  -0.01
H 2.3397 1.5875 -0.4678  0.65

Question: What is the formula in the first record?
Answer: C40H74N2O16S8

Question: Number 1 is which compound?
Answer: C40H74N2O16S8